133
Properties=species:S:1:pos:R:3:forces:R:3 method="wB97M-V/def2-TZVPD" orbital_gap_ev="7.5 / 4.5" spin_multiplicity=2 total_charge=+1 molar_mass_da=1368.52 fmax_ev_per_a=2.2 s_squared=0.7538
H 4.568 -1.843 0.363 -0.001 -0.007 -0.018
H 4.709 0.469 1.634 0.014 0.012 -0.016
H 5.677 6.297 -4.689 -0.022 -0.020 0.009
H -2.180 -5.101 3.754 0.002 -0.037 0.047
C 3.578 6.310 -4.236 -0.034 -0.073 0.029
C 1.424 3.412 -3.152 0.102 0.100 -0.015
H -1.214 -6.390 -1.838 -0.012 0.001 0.020
H 1.508 6.019 -3.740 0.039 -0.010 -0.002
H 1.029 -2.828 -0.755 -0.027 -0.166 0.156
H 3.169 6.600 -0.137 -0.002 -0.054 0.008
N 1.301 0.388 -1.064 0.149 -0.410 -0.744
C 1.130 -3.733 -5.422 -0.010 0.002 0.015
N 0.884 -0.710 1.646 -0.108 -0.029 -0.110
C 1.905 3.518 0.503 0.079 -0.038 0.003
H 2.243 2.971 6.853 -0.007 -0.004 -0.014
H -6.256 1.985 -0.756 0.012 0.001 0.018
H 2.780 -1.559 -3.454 -0.006 0.002 -0.040
N -3.578 0.331 0.313 0.134 -0.050 0.108
H -4.126 -4.999 2.639 -0.036 -0.042 -0.049
H 1.101 5.510 0.619 -0.038 0.012 0.001
S -1.950 0.318 2.379 -0.250 0.312 -0.199
H 1.556 -4.020 2.395 0.033 -0.002 0.040
C -4.810 -2.090 1.832 -0.090 0.291 0.300
H 5.091 2.785 -0.420 -0.033 0.017 -0.008
C 3.866 3.600 -3.720 0.056 -0.050 0.009
H 1.170 -4.169 -6.412 -0.001 0.013 0.038
C 3.935 -2.216 1.168 -0.015 0.090 0.043
Si -0.511 -3.231 3.579 0.157 -0.044 -0.188
C 1.192 -5.540 -0.228 0.289 0.063 -0.071
C 1.899 3.715 3.562 0.027 -0.027 0.112
C -2.625 5.118 2.720 0.022 -0.009 -0.025
H -4.116 -4.260 -1.404 -0.036 0.046 -0.022
O -0.426 -1.492 -1.235 0.694 -1.206 0.067
Si -3.835 -3.314 0.852 -0.007 -0.097 -0.054
H -0.817 4.511 -0.633 0.003 -0.001 0.011
Br -1.658 1.847 -1.533 0.084 0.260 -0.001
As 0.417 2.560 1.313 0.078 0.495 0.082
H 1.928 -3.120 3.875 -0.018 -0.048 -0.046
C -1.659 -4.425 4.427 -0.183 -0.165 0.073
C -2.330 5.626 0.390 -0.006 -0.034 0.039
H 2.979 1.681 0.245 -0.020 -0.038 -0.008
C 4.822 5.712 -4.375 -0.032 -0.046 0.017
H -0.322 -7.518 1.632 -0.020 0.081 0.036
H -3.632 -5.812 1.141 -0.054 0.035 0.021
H 0.057 0.898 3.824 -0.037 0.078 -0.026
C 3.138 5.521 -0.035 -0.059 -0.021 -0.013
H 0.465 3.924 -3.222 0.007 -0.024 -0.055
H -1.704 -6.623 2.270 0.081 -0.040 -0.043
H 2.228 4.458 2.850 -0.013 0.034 -0.046
H -4.613 0.212 -1.451 0.052 0.014 0.008
H -4.068 2.302 2.938 -0.008 0.010 -0.050
Sb -1.299 -3.063 1.100 -0.298 -0.880 0.369
H -0.150 -1.977 5.575 -0.002 0.032 -0.035
C -4.582 0.715 -0.496 0.075 -0.191 -0.056
H -3.774 6.588 1.658 0.026 -0.017 -0.001
C -1.316 4.681 0.312 -0.034 0.035 0.003
H -1.859 -7.339 -0.495 -0.004 0.053 -0.047
C 2.482 5.551 -3.842 0.022 0.089 0.026
H -0.061 -6.163 2.738 0.003 -0.038 -0.017
C 0.873 -2.005 -1.457 -0.182 0.189 -0.319
H 0.799 1.076 6.153 0.007 0.017 -0.012
H 1.331 -6.483 -0.769 0.019 0.023 0.074
H -1.448 -1.205 4.639 0.074 -0.011 0.064
H -2.406 -3.862 4.994 0.027 -0.052 -0.027
H 1.312 0.193 -3.196 -0.148 -0.016 -0.051
C 1.920 2.880 5.823 -0.003 -0.019 -0.038
C 2.016 -2.271 -3.742 0.062 -0.097 -0.027
C 2.615 4.193 -3.569 -0.189 -0.073 0.108
H 1.461 -4.735 -0.911 -0.004 -0.101 -0.037
C 4.269 4.766 -0.302 -0.030 -0.051 -0.059
C 4.959 4.350 -4.121 0.000 0.046 0.042
C 0.698 1.716 4.108 0.088 0.043 0.047
H -5.953 3.046 1.498 0.023 -0.038 0.005
C 2.313 3.823 4.882 0.025 -0.001 0.012
H 1.886 -5.536 0.618 0.003 0.015 -0.075
H -4.219 -1.617 2.621 -0.077 -0.030 -0.043
C 2.033 -0.872 1.712 0.283 -0.126 -0.021
C -4.233 -4.998 1.551 -0.002 -0.227 0.103
H -2.608 6.189 -0.494 0.022 -0.024 0.058
C 1.249 -3.854 3.430 0.211 -0.165 -0.028
H 5.926 3.874 -4.238 -0.023 0.007 -0.006
C 4.156 -0.032 2.428 -0.065 -0.121 -0.078
C 0.103 -4.078 -4.557 0.033 -0.003 -0.057
H -2.666 -5.850 -0.974 0.052 -0.036 -0.045
O -2.715 -0.595 -0.123 -0.076 0.027 -0.386
C -1.609 4.171 2.641 -0.055 0.064 0.023
C -2.987 5.846 1.595 0.037 -0.035 -0.031
H -1.081 -5.036 5.130 -0.073 0.053 -0.005
H 1.379 -4.799 3.967 0.031 0.067 -0.016
H -1.596 -4.410 -2.870 0.005 -0.019 -0.022
N 1.859 -0.956 -1.059 -0.191 -0.202 -0.157
Hf -0.568 0.040 -0.034 -0.679 1.949 0.722
C -5.460 1.682 -0.092 -0.070 0.021 0.034
H 3.170 -2.861 0.745 -0.017 0.021 0.000
N 3.303 -1.090 1.861 -0.094 0.170 0.072
C 1.354 0.920 -2.387 0.137 -0.121 0.404
H 3.458 7.367 -4.439 -0.006 -0.017 -0.001
C 0.995 -2.596 -2.856 0.131 0.336 -0.127
C 3.036 2.761 0.201 0.061 0.079 -0.012
H -5.182 -2.876 -1.142 0.043 -0.036 -0.009
C -3.349 0.880 1.531 0.142 -0.154 -0.039
H -3.123 5.291 3.666 0.005 -0.008 -0.033
H -5.284 -5.214 1.324 0.089 0.012 0.025
H -3.461 -2.609 -1.475 -0.080 -0.019 -0.008
C -0.471 -1.686 4.567 -0.132 0.368 0.169
O -0.958 -3.850 -2.416 0.000 -0.080 0.027
H 4.853 -0.485 3.131 0.008 -0.016 0.025
C 1.961 4.901 0.376 0.092 0.020 -0.019
C -4.173 -3.261 -0.966 0.008 0.017 -0.402
C 4.214 3.381 -0.189 -0.034 0.050 -0.023
C 1.076 2.663 3.163 0.056 -0.124 -0.047
H 4.537 -2.780 1.879 0.017 0.003 0.019
H 2.652 -0.993 -1.686 0.148 0.159 0.081
H -5.634 -2.634 2.302 -0.007 0.079 0.001
C 2.097 -2.829 -5.013 -0.026 0.026 0.059
H -0.663 -4.782 -4.868 0.026 0.025 0.017
Si -0.567 -5.474 0.366 0.099 -0.001 0.033
H 0.244 -0.968 4.167 -0.009 -0.103 0.078
H 5.184 5.251 -0.621 -0.026 -0.018 0.002
H -1.336 3.610 3.526 0.021 0.001 0.017
H 3.970 2.538 -3.522 0.005 0.030 -0.006
H 2.902 -2.546 -5.678 -0.016 -0.010 0.027
C 0.045 -3.517 -3.290 -0.205 -0.031 0.082
C -4.242 1.859 1.967 -0.030 0.056 0.084
H 3.537 0.695 2.949 -0.038 0.022 0.008
C -5.283 2.265 1.162 0.012 0.018 0.056
H -5.231 -1.303 1.204 -0.017 -0.068 0.072
C -1.689 -6.321 -0.859 -0.283 0.005 -0.165
C 1.114 1.821 5.432 0.013 -0.006 -0.041
C -0.677 -6.518 1.912 -0.043 -0.059 0.215
C -0.943 3.952 1.440 -0.071 -0.075 -0.038
C 1.432 2.179 -2.719 0.188 0.143 -0.047
H 2.947 4.651 5.174 -0.021 -0.025 0.003